[1]
The following is a quantum chemistry calculation of a structure of composition C16H16Br2N6OPt in a non-equilibrium geometry, from OMol25.

Positions of all 42 atoms, in Å:
Pt -0.7069 -0.0650 0.6916
Br 3.8222 2.1803 1.0543
C 2.2851 2.4971 2.1020
C 2.3692 3.2570 3.2594
C 1.2437 3.4686 4.0218
Br 1.4231 4.4713 5.6297
C -0.0120 2.9399 3.6506
C -1.1947 3.0870 4.4028
C -2.3552 2.5135 3.9397
C -2.3409 1.7945 2.7469
N -1.2428 1.6251 2.0227
C -0.0839 2.1888 2.4516
C 1.0789 1.9454 1.6413
O 1.0108 1.2536 0.5674
H 3.3248 3.6560 3.5667
H -1.1821 3.6475 5.3256
H -3.2796 2.6157 4.4834
H -3.2482 1.3467 2.3629
N -0.8410 -2.6463 2.4764
C -0.8411 -1.7212 1.7945
C 0.7820 -2.0858 -1.1612
N 1.1460 -2.7523 -2.3938
C 1.5378 -1.7476 -3.3737
N 0.4483 -0.8137 -3.6414
C 0.0892 -0.1543 -2.4005
N -0.3319 -1.1289 -1.3706
C -1.4759 -1.8945 -1.9067
N -1.1348 -2.5633 -3.1469
C -0.0160 -3.4688 -2.9033
C -0.7035 -1.5677 -4.1214
H 1.6488 -1.5464 -0.7651
H 0.4690 -2.8391 -0.4311
H 1.8176 -2.2478 -4.3036
H 2.3968 -1.1923 -2.9895
H -0.7347 0.5391 -2.6018
H 0.9513 0.4073 -2.0308
H -2.3164 -1.2152 -2.0892
H -1.7748 -2.6449 -1.1671
H 0.2526 -3.9542 -3.8448
H -0.3189 -4.2310 -2.1805
H -1.5275 -0.8765 -4.3183
H -0.4344 -2.0776 -5.0499

Strongest force on any atom, eV Å⁻¹: 2.16
Molecular weight, g mol⁻¹: 663.2
E_LUMO (alpha / beta), eV: -1.47 / -1.54
2S+1: 1
ΔE to the lowest compared entry with this formula, charge and spin, kJ/mol: 0.0
Orbital gap (alpha / beta), eV: 6.2 / 6.1

***

[2]
The following is a quantum chemistry calculation of a structure of composition C36H46BeN5O4SSb, from OMol25.

Positions of all 94 atoms, in Å:
Be 0.0700 -0.0957 -0.7377
C -1.7002 3.9092 2.0297
Sb -2.0223 1.7885 1.8525
C -1.3776 1.4237 3.8764
C -4.1108 1.8943 2.3494
H -2.3030 4.2874 2.8559
H -1.9869 4.4257 1.1131
H -0.6482 4.1141 2.2394
H -1.9535 2.0610 4.5487
H -0.3178 1.6720 3.9732
H -1.5183 0.3793 4.1586
H -4.2485 2.5326 3.2231
H -4.5097 0.9017 2.5698
H -4.6661 2.3139 1.5085
C -3.2948 -4.4531 -2.4566
O -3.0185 -3.5805 -1.3549
C -2.0411 -3.9136 -0.4913
C -1.0994 -4.9109 -0.7289
C -0.1717 -5.2560 0.2404
C -0.1892 -4.6366 1.4822
C -1.1384 -3.6646 1.7310
C -2.0355 -3.2663 0.7494
N -3.0505 -2.3408 1.1542
C -3.8212 -1.4951 0.5170
C -3.7203 -0.9169 -0.7722
C -4.9563 -0.6108 -1.3938
C -5.0115 -0.0637 -2.6443
C -3.8040 0.2638 -3.2790
C -2.5917 0.0416 -2.6666
C -2.5002 -0.5540 -1.3936
O -1.3802 -0.6586 -0.7310
H -4.1180 -3.9934 -2.9946
H -3.5901 -5.4390 -2.0983
H -2.4382 -4.5466 -3.1243
H -1.1090 -5.4462 -1.6677
H 0.5362 -6.0492 0.0374
H 0.5108 -4.9256 2.2545
H -1.2082 -3.2140 2.7167
H -3.2820 -2.4465 2.1330
H -4.6899 -1.2011 1.0994
H -5.8728 -0.8701 -0.8743
H -5.9612 0.1277 -3.1244
H -3.8267 0.7337 -4.2548
H -1.6791 0.3424 -3.1553
N 0.9442 5.2134 -5.0280
C 1.2888 5.0503 -3.7316
O 1.8496 5.8888 -3.0615
C 0.9581 3.7132 -3.1043
C 0.8968 2.5116 -3.7981
C 0.6556 1.3482 -3.0967
N 0.4707 1.3183 -1.7723
C 0.5415 2.4863 -1.1056
C 0.7855 3.6889 -1.7309
H 1.1233 6.1115 -5.4479
H 0.3690 4.5619 -5.5293
H 1.0614 2.4605 -4.8666
H 0.6126 0.3993 -3.6148
H 0.4033 2.4289 -0.0360
H 0.8625 4.6090 -1.1673
C 4.0702 -0.0901 4.0498
N 2.8768 -0.4124 3.2764
N 2.5774 0.2233 2.0978
C 1.3894 -0.2512 1.6370
O 0.9046 0.2057 0.5495
C 0.9371 -1.2043 2.5578
C 1.8874 -1.2744 3.5592
C 1.8948 -2.0909 4.8052
C 3.4601 1.1375 1.4369
C 4.6768 0.6873 0.9435
C 5.5040 1.5774 0.2739
C 5.1030 2.8951 0.0882
C 3.8786 3.3305 0.5791
C 3.0536 2.4506 1.2656
H 4.3052 0.9643 3.9337
H 4.9241 -0.6864 3.7332
H 3.8615 -0.2894 5.0965
H 0.0182 -1.7578 2.4735
H 1.0817 -2.8119 4.7779
H 1.7564 -1.4571 5.6833
H 2.8336 -2.6329 4.9247
H 4.9687 -0.3482 1.0776
H 6.4577 1.2402 -0.1111
H 5.7473 3.5861 -0.4404
H 3.5688 4.3585 0.4358
H 2.1035 2.7756 1.6750
C 2.8682 -1.2952 -2.1605
S 1.2821 -1.8934 -1.5471
C 0.4915 -2.3866 -3.0887
H 3.3608 -2.0901 -2.7171
H 3.4717 -1.0355 -1.2915
H 2.7425 -0.4145 -2.7879
H 0.5992 -1.6180 -3.8514
H -0.5644 -2.5295 -2.8672
H 0.9307 -3.3156 -3.4471

Total charge: +2
Strongest force on any atom, eV Å⁻¹: 0.48
Molecular weight, g mol⁻¹: 775.6
E_LUMO, eV: -5.54
2S+1: 1
Orbital gap, eV: 7.2

***

[3]
The following is a quantum chemistry calculation of a cluster of 2 separate species, C3H11N in total in a non-equilibrium geometry, from OMol25.

Positions of all 15 atoms, in Å:
C 0.8633 0.7160 1.1559
C -0.1853 1.6940 1.7310
H 0.6544 -0.3193 1.4023
H 1.8372 1.0514 1.5121
H 0.8284 0.8134 0.0767
H -1.2245 1.3937 1.6284
H 0.0458 1.9446 2.7687
H -0.0512 2.6229 1.1721
C -1.0331 -0.9389 -1.3218
N 0.4384 -1.4013 -1.4561
H -1.1301 -0.3511 -0.4165
H -1.6494 -1.8294 -1.1622
H -1.1645 -0.5831 -2.3451
H 0.6097 -1.4277 -2.4684
H 0.3839 -2.4273 -1.3819

Total charge: -1
Strongest force on any atom, eV Å⁻¹: 2.88
Molecular weight, g mol⁻¹: 61.1
E_LUMO (alpha / beta), eV: 4.18 / 4.07
2S+1: 2
ΔE to the lowest compared entry with this formula, charge and spin, kJ/mol: 91.7
Orbital gap (alpha / beta), eV: 2.7 / 9.5

***

[4]
The following is a quantum chemistry calculation of a cluster of 10 separate species, C13H46N2O10 in total in a non-equilibrium geometry, from OMol25.

Positions of all 71 atoms, in Å:
N -0.6253 -1.8757 2.0188
C -0.1431 -0.7575 1.5124
N -0.8355 -0.1301 0.5636
O 1.0448 -0.3155 1.9656
H -0.1750 -2.4101 2.7443
H -1.5731 -2.1640 1.8841
H -0.5458 0.7231 0.0154
H -1.6925 -0.5150 0.1540
C 5.4008 1.3932 0.6531
C 4.0853 0.5250 0.8037
O 3.1385 1.3415 1.4163
H 6.1617 0.8751 0.1409
H 5.8809 1.7783 1.5694
H 5.1318 2.2431 0.0296
H 4.2360 -0.3219 1.4954
H 3.8122 0.0284 -0.1355
H 2.3810 0.8277 1.5553
C 0.0554 3.2435 1.2781
C -0.7774 3.3818 0.0052
O -0.9119 2.1879 -0.7564
H 0.0163 4.1569 1.8684
H 1.0972 2.9690 1.1016
H -0.3228 2.4448 1.8786
H -0.4256 4.1760 -0.6425
H -1.8043 3.6534 0.2744
H -1.1629 2.4013 -1.6773
C 1.7983 0.9124 -1.4998
C 2.0841 2.2623 -2.1491
O 3.4305 2.5721 -1.7402
H 1.6905 0.9859 -0.4631
H 2.5191 0.1743 -1.8225
H 0.7781 0.5186 -1.8245
H 1.4568 3.0498 -1.6888
H 1.9905 2.4017 -3.1685
H 3.5209 3.5375 -1.7114
C -3.6410 -0.0231 -1.1282
O -2.9319 -1.1816 -0.6703
H -2.8876 0.7303 -1.0557
H -4.4738 0.2219 -0.4329
H -3.8706 -0.1611 -2.1515
H -2.7292 -1.7567 -1.4034
C 2.7234 -3.3052 1.1927
O 2.0934 -4.2770 0.4326
H 3.4999 -3.7059 1.8034
H 2.0196 -2.8404 1.8852
H 3.1407 -2.5465 0.4691
H 1.1426 -4.0246 0.3124
C -1.5344 0.7573 -3.6302
O -1.0392 2.0362 -3.8679
H -2.5982 0.8251 -3.7407
H -1.3190 0.3303 -2.6165
H -1.2685 0.0136 -4.3613
H -1.3020 2.2059 -4.7637
C -2.9508 1.3743 3.1070
O -2.9028 1.3709 1.6951
H -2.4976 0.4397 3.5079
H -4.0021 1.5544 3.4388
H -2.3680 2.2028 3.4967
H -2.0072 1.1685 1.4202
C 0.2762 -2.4889 -1.3729
O -0.4945 -3.1028 -0.3860
H 1.3708 -2.4332 -1.1615
H -0.0195 -1.4650 -1.5338
H 0.2019 -2.9769 -2.3604
H -0.5277 -2.6049 0.4661
C -3.3508 -4.0996 1.3920
O -3.0636 -2.7150 1.5776
H -2.9123 -4.4266 0.4242
H -4.3849 -4.4204 1.3882
H -2.8123 -4.7566 2.1296
H -3.2946 -2.1941 0.8495

Strongest force on any atom, eV Å⁻¹: 7.27
Molecular weight, g mol⁻¹: 390.5
E_LUMO, eV: 0.11
2S+1: 1
ΔE to the lowest compared entry with this formula, charge and spin, kJ/mol: 438.9
SMILES string: NC(N)=O.CCO.CCO.CCO.CO.CO.CO.CO.CO.CO
Orbital gap, eV: 8.9

***

[5]
The following is a quantum chemistry calculation of a structure of composition C26H34N9O3S2Se2Tc, from OMol25.

Positions of all 77 atoms, in Å:
Tc 0.2407 -0.3023 -0.2872
S 1.3092 1.5520 0.5852
C 2.9290 0.9913 1.0159
C 3.7737 1.8341 1.7434
C 5.0495 1.4322 2.0980
C 5.5032 0.1681 1.7326
C 4.6736 -0.6778 1.0169
C 3.3862 -0.2796 0.6501
S 2.3490 -1.3733 -0.2659
H 3.4060 2.8130 2.0287
H 5.6886 2.1003 2.6623
H 6.4984 -0.1580 2.0095
H 5.0124 -1.6671 0.7314
O -0.7993 3.0136 2.7573
C -2.1099 3.5169 2.6880
C -3.0539 2.8373 1.6579
C -4.4453 2.8747 2.3091
O -5.4943 2.3551 1.5064
C -3.0951 3.6708 0.3720
Se -1.3480 3.8095 -0.4918
C -2.6539 1.3635 1.4118
Se -2.0402 0.9681 -0.4106
H -0.3878 3.1049 1.8821
H -2.1035 4.5956 2.4814
H -2.5228 3.3780 3.6924
H -4.6708 3.9084 2.6097
H -4.4328 2.2617 3.2129
H -5.4207 2.7422 0.6283
H -3.4227 4.6870 0.6073
H -3.7801 3.2457 -0.3643
H -3.5137 0.7120 1.5566
H -1.8643 1.0785 2.1030
C 1.8061 1.1261 -2.6243
N 2.0876 1.3977 -4.0259
C 2.3542 0.1336 -4.7083
N 1.2137 -0.7813 -4.6282
C 0.9308 -1.0442 -3.2258
N 0.6318 0.2078 -2.4593
C -0.5320 0.8606 -3.1401
N -0.2639 1.1331 -4.5441
C 0.9035 2.0108 -4.6296
C 0.0507 -0.1216 -5.2216
H 1.5770 2.0527 -2.1016
H 2.6651 0.6535 -2.1487
H 3.2222 -0.3419 -4.2478
H 2.5742 0.3344 -5.7592
H 1.8024 -1.5062 -2.7627
H 0.0681 -1.7011 -3.1317
H -0.7502 1.7951 -2.6234
H -1.3891 0.1917 -3.0525
H 0.6823 2.9450 -4.1107
H 1.1102 2.2260 -5.6804
H 0.2564 0.0832 -6.2747
H -0.8097 -0.7900 -5.1521
N 0.3570 -4.1074 -1.3790
C -0.4359 -3.3442 -0.5484
O -0.7177 -2.1498 -0.9377
C -0.9831 -3.8889 0.6100
C -0.6693 -5.2013 1.0191
N -0.3997 -6.2683 1.3808
C -1.8244 -3.0608 1.4660
N -2.7200 -1.9118 1.0927
H 0.7716 -4.9252 -0.9573
H 1.0033 -3.5605 -1.9259
N -0.7305 -4.0016 4.6773
C -0.5825 -3.0509 3.7094
C -1.7886 -2.7290 2.9267
C -1.5140 -1.6902 1.8777
N -0.3101 -1.0196 1.6730
C 0.6486 -1.3456 2.4935
C 0.5592 -2.3438 3.5048
H -1.4311 -4.7038 4.5022
H 0.1128 -4.3567 5.0975
H -2.7349 -2.7066 3.4709
H -2.5000 -1.6765 0.1207
H 1.5898 -0.8305 2.3602
H 1.4480 -2.5484 4.0881

Total charge: -1
Strongest force on any atom, eV Å⁻¹: 0.13
Molecular weight, g mol⁻¹: 840.7
E_LUMO (alpha / beta), eV: 2.52 / 1.74
2S+1: 4
ΔE to the lowest compared entry with this formula, charge and spin, kJ/mol: 183.5
Orbital gap (alpha / beta), eV: 6.5 / 6.3